This record from OMol25 describes a single C3H3FO molecule at a distorted geometry. The level of theory is ωB97M-V/def2-TZVPD.

CARTESIAN COORDINATES (ANGSTROEM)
H  -1.035  -0.729  -0.643
H  -0.409  -0.013  0.939
F  0.864  0.528  -2.008
C  -0.206  -0.405  -0.103
H  1.607  0.862  -0.048
C  0.722  -1.458  0.186
C  0.793  0.400  -0.690
O  1.715  -2.044  0.504

Summary:
Orbital gap = 7.238 eV
Net charge = 0
HOMO energy = -6.8560 eV
Strongest force on any atom = 0.0800 hartree/bohr

***

This record from OMol25 describes a single C5H7F2NO2 molecule at a distorted geometry. The level of theory is ωB97M-V/def2-TZVPD.

CARTESIAN COORDINATES (ANGSTROEM)
H  -0.204  -1.883  1.123
H  -0.119  -1.909  -0.683
H  -1.561  1.516  1.186
H  1.159  1.653  -0.846
O  1.630  1.323  -1.616
H  -1.323  1.440  -0.543
F  -2.061  -0.929  1.545
O  2.059  -0.891  -1.982
H  1.770  -0.630  0.665
C  -1.464  -0.648  0.375
N  0.382  1.032  0.587
C  -1.025  1.046  0.411
F  -2.341  -0.756  -0.672
H  0.723  1.195  1.521
C  0.931  -0.261  0.065
C  -0.162  -1.302  0.197
C  1.605  0.006  -1.334

Summary:
Orbital gap = 10.514 eV
SMILES = O=C(O)[C@@H]1CC(F)(F)CN1
Net charge = 0
HOMO energy = -10.0179 eV
Strongest force on any atom = 0.1146 hartree/bohr

***

This record from OMol25 describes a molecular structure, C7H13O at a distorted geometry. The level of theory is ωB97M-V/def2-TZVPD.

CARTESIAN COORDINATES (ANGSTROEM)
C  2.360  1.854  -0.535
C  2.181  -0.485  -1.216
H  3.252  -0.583  -1.154
H  -2.452  -2.319  1.037
C  1.644  0.749  -0.941
H  -0.221  0.509  -1.887
H  0.423  0.308  1.123
H  1.850  2.793  -0.362
H  3.427  1.890  -0.350
H  -1.362  -1.472  2.258
H  -0.026  2.034  -1.010
C  -1.910  -1.385  1.273
H  1.546  -1.278  -1.572
H  -1.417  0.746  0.605
H  0.675  0.107  1.870
H  -1.511  -1.386  -0.671
C  -0.506  0.261  0.210
O  -2.735  -0.341  1.299
C  -0.839  -1.162  0.157
H  -0.019  -1.880  0.231
C  0.105  0.961  -0.990

Summary:
Orbital gap (spin up / spin down) = 5.795 / 5.803 eV
Net charge = 0
HOMO energy (spin up / spin down) = -7.7293 / -7.7413 eV
Multiplicity = 2
Expectation value of S² = 0.78
Strongest force on any atom = 0.0792 hartree/bohr

***

This record from OMol25 describes a molecular structure, C4H8IN2 at a distorted geometry. The level of theory is ωB97M-V/def2-TZVPD.

CARTESIAN COORDINATES (ANGSTROEM)
H  -0.404  0.215  2.085
C  1.408  -0.445  1.326
H  -0.808  2.009  -0.547
H  0.370  1.412  1.313
I  -1.078  -2.854  -1.214
C  0.204  -1.094  -0.775
N  1.634  -1.329  0.501
H  -1.358  -0.548  -0.001
H  0.884  -0.724  -1.530
C  -0.808  1.104  -1.054
H  -0.007  1.214  -1.743
N  -0.475  -0.016  -0.058
C  0.166  0.401  1.196
H  -1.703  0.814  -1.624
H  1.974  -0.160  2.127

Summary:
Orbital gap = 9.337 eV
Net charge = +1
HOMO energy = -13.8013 eV
Strongest force on any atom = 0.1008 hartree/bohr

***

This record from OMol25 describes a molecular structure, C44H48N4O2PdSiTe. The level of theory is ωB97M-V/def2-TZVPD.

CARTESIAN COORDINATES (ANGSTROEM)
C  1.823  0.773  -2.768
H  0.017  0.941  3.790
C  1.763  5.923  -1.169
C  2.198  -0.120  1.411
H  2.528  0.938  -3.591
C  -5.138  1.152  -0.889
N  1.760  0.229  0.156
C  1.450  -2.797  -0.459
H  2.688  5.794  0.754
H  0.685  5.744  -3.008
H  -9.003  -0.096  -0.112
H  3.078  6.953  -2.531
H  2.428  4.141  2.287
H  4.430  -1.200  -0.524
C  0.596  -4.104  -2.011
C  -3.327  0.351  3.818
C  1.895  -1.086  3.646
H  -2.067  1.786  4.792
H  -4.647  2.606  -2.403
C  -6.040  -1.368  -0.111
C  1.951  5.361  0.085
H  -8.370  0.223  1.497
H  5.819  -5.217  0.163
H  3.577  -1.075  4.978
H  -1.866  4.218  -2.536
C  4.817  -5.521  -0.107
H  1.236  -6.624  -1.044
H  1.670  2.607  1.829
H  4.112  -3.517  -0.390
C  3.534  0.130  1.807
Si  2.813  0.597  -1.186
C  -3.945  -2.509  -0.799
H  -4.241  0.736  4.251
C  -6.869  -0.265  0.043
H  -1.123  2.627  -2.434
N  1.590  -4.005  -1.056
H  2.066  -2.463  0.362
H  -4.587  -3.381  -0.680
H  0.504  -4.964  -2.650
H  4.523  2.223  -0.258
H  4.278  2.394  -1.995
C  3.205  -0.813  3.997
C  -4.707  2.531  -1.315
H  -3.137  -2.567  -0.067
H  -5.435  3.265  -0.974
C  -0.111  -2.948  -1.935
C  2.533  7.140  -1.603
H  5.054  0.028  3.294
C  2.579  -4.975  -0.755
H  2.964  -8.326  -0.554
C  2.247  -6.323  -0.805
C  0.287  3.672  -0.354
H  -2.191  -2.063  1.714
C  -2.937  0.242  -1.476
H  -7.047  1.849  -0.247
H  -8.460  -1.438  0.901
H  -3.732  2.800  -0.908
C  5.496  -7.863  0.125
C  -4.295  0.023  -0.999
C  3.860  -4.569  -0.409
H  1.225  -1.575  4.343
C  3.767  2.206  -1.046
H  3.253  7.443  -0.844
H  -0.963  -2.630  -2.509
H  -4.310  -1.187  2.683
C  0.089  4.223  -1.628
C  -0.974  -0.632  2.716
C  -0.924  0.455  3.578
C  4.023  -0.202  3.055
C  0.837  5.331  -2.015
C  3.209  -7.274  -0.521
N  6.294  -8.657  0.357
Te  -0.971  2.132  0.380
O  0.113  -1.145  2.060
H  3.080  3.031  -0.866
H  0.700  3.866  2.563
H  -6.406  -2.349  0.171
C  -2.106  0.932  4.128
H  1.224  -0.105  -3.019
H  -0.548  3.798  -3.633
C  -8.251  -0.408  0.615
N  0.429  -2.145  -0.957
H  -3.478  -2.551  -1.781
C  -4.756  -1.255  -0.627
H  4.192  0.631  1.109
C  -2.191  -1.226  2.401
H  3.563  -1.625  -2.017
C  4.042  -0.808  -1.469
H  1.163  1.638  -2.721
C  1.236  4.243  0.508
C  4.496  -6.874  -0.170
C  -0.916  3.680  -2.613
Pd  -0.088  -0.087  -0.508
O  -2.015  -0.567  -1.350
C  1.527  3.684  1.874
C  -3.363  -0.729  2.946
C  -6.404  0.983  -0.356
H  4.897  -0.468  -2.058
H  -2.738  1.195  -1.975
H  1.861  7.981  -1.784
C  1.401  -0.749  2.396

Summary:
Orbital gap = 6.335 eV
Net charge = 0
HOMO energy = -6.8456 eV
Strongest force on any atom = 0.0120 hartree/bohr

***

For the records above, the corresponding relative energy (zero: lowest compared OMol25 entry of this formula, charge and spin) values read 3.291, 0.000, 6.092, 3.808, 0.000 eV.
For the records above, the corresponding DFT total energy values read -7920.003, -16318.304, -9508.938, -15348.299, -75115.434 eV.